{
  "formula": "C69H61BrCsN7O3P2SSi",
  "method": "ωB97M-V with the def2-TZVPD basis set",
  "species": ["Cs", "N", "C", "S", "N", "N", "C", "C", "C", "C", "C", "C", "C", "C", "C", "C", "C", "C", "N", "H", "H", "H", "H", "H", "H", "H", "H", "H", "H", "H", "N", "C", "C", "C", "C", "C", "N", "C", "C", "C", "C", "C", "N", "H", "H", "H", "H", "H", "H", "H", "H", "H", "O", "C", "C", "C", "C", "C", "C", "P", "C", "C", "C", "C", "C", "C", "C", "C", "C", "C", "C", "C", "C", "C", "C", "C", "C", "C", "P", "C", "C", "C", "C", "C", "C", "C", "C", "C", "C", "C", "C", "H", "H", "H", "H", "H", "H", "H", "H", "H", "H", "H", "H", "H", "H", "H", "H", "H", "H", "H", "H", "H", "H", "H", "H", "H", "H", "H", "H", "C", "Si", "C", "C", "H", "H", "H", "H", "H", "H", "H", "H", "H", "Br", "C", "C", "C", "C", "C", "C", "C", "O", "O", "H", "H", "H", "H"],
  "coordinates": [[-0.5029, -0.8661, 0.4490], [-1.5594, -4.7309, -3.6886], [-1.4446, -3.9930, -2.5095], [-1.7777, -2.3133, -2.6377], [-1.1830, -4.7404, -1.4652], [-0.8546, -4.0749, -0.3180], [-1.1440, -4.6633, 0.7867], [-1.9582, -5.9038, 0.9061], [-1.5600, -6.9274, 1.7631], [-2.3015, -8.0959, 1.8750], [-3.4635, -8.2521, 1.1341], [-3.8753, -7.2334, 0.2833], [-3.1283, -6.0724, 0.1647], [-0.6061, -4.0477, 2.0358], [-1.3224, -4.1031, 3.2304], [-0.8226, -3.4628, 4.3491], [0.3868, -2.7964, 4.2524], [1.0458, -2.8023, 3.0309], [0.5683, -3.4157, 1.9453], [-1.4735, -4.1598, -4.5127], [-1.0211, -5.5850, -3.6822], [-0.6556, -6.8035, 2.3469], [-1.9690, -8.8831, 2.5414], [-4.0478, -9.1608, 1.2205], [-4.7829, -7.3447, -0.2979], [-3.4435, -5.2835, -0.5039], [-2.2783, -4.6088, 3.2613], [-1.3849, -3.4649, 5.2754], [0.8134, -2.2626, 5.0922], [1.9905, -2.2916, 2.8965], [4.6045, 0.0306, 2.7695], [4.6497, -0.8669, 1.7167], [5.6328, -0.7054, 0.7280], [5.6694, -1.6051, -0.3116], [4.7373, -2.6388, -0.3592], [3.8262, -2.7264, 0.6755], [3.7921, -1.8756, 1.7030], [3.5050, 0.3154, 3.5935], [3.7472, 0.9060, 4.8378], [2.6617, 1.2674, 5.6120], [1.3769, 1.0551, 5.1339], [1.2532, 0.4883, 3.8759], [2.2855, 0.1074, 3.1312], [5.3219, 0.7344, 2.7704], [6.3135, 0.1351, 0.7670], [6.4005, -1.4841, -1.1012], [4.7084, -3.3426, -1.1800], [3.0712, -3.5073, 0.6992], [4.7633, 1.0733, 5.1723], [2.8198, 1.7338, 6.5777], [0.4969, 1.3525, 5.6882], [0.2922, 0.4030, 3.3861], [-0.5278, 1.4471, -3.1314], [-1.7510, 1.1910, -3.7097], [-1.8779, 0.9863, -5.0740], [-3.1254, 0.6732, -5.5893], [-4.2217, 0.5653, -4.7453], [-4.0671, 0.7627, -3.3805], [-2.8270, 1.0785, -2.8333], [-2.4244, 1.2992, -1.0492], [-2.6121, 3.1238, -0.9000], [-3.1979, 3.9320, -1.8727], [-3.2463, 5.3103, -1.7118], [-2.7078, 5.8992, -0.5757], [-2.1169, 5.1037, 0.3954], [-2.0635, 3.7267, 0.2336], [-3.9603, 0.6560, -0.2670], [-4.2900, -0.6777, -0.5150], [-5.3526, -1.2766, 0.1450], [-6.0889, -0.5576, 1.0764], [-5.7600, 0.7664, 1.3360], [-4.7048, 1.3707, 0.6663], [0.3415, 2.3640, -3.6552], [-0.0848, 3.4756, -4.3657], [0.8578, 4.3930, -4.8064], [2.2029, 4.1985, -4.5369], [2.6076, 3.0815, -3.8165], [1.6886, 2.1413, -3.3641], [2.0858, 0.7016, -2.2849], [3.9204, 0.8143, -2.3592], [4.7239, 0.1914, -3.3111], [6.0947, 0.4143, -3.3289], [6.6751, 1.2706, -2.4013], [5.8822, 1.8830, -1.4404], [4.5147, 1.6449, -1.4076], [1.7969, -0.6958, -3.4410], [1.5883, -0.5809, -4.8120], [1.3938, -1.7125, -5.5928], [1.4153, -2.9735, -5.0131], [1.6129, -3.0999, -3.6456], [1.7898, -1.9669, -2.8675], [-1.0050, 1.0538, -5.7102], [-3.2351, 0.4948, -6.6521], [-5.1955, 0.3106, -5.1448], [-4.9224, 0.6636, -2.7239], [-3.6186, 3.4850, -2.7656], [-3.7002, 5.9241, -2.4816], [-2.7340, 6.9758, -0.4559], [-1.6634, 5.5507, 1.2718], [-1.5811, 3.1065, 0.9797], [-3.6991, -1.2567, -1.2195], [-5.5859, -2.3156, -0.0558], [-6.9055, -1.0291, 1.6107], [-6.3161, 1.3307, 2.0755], [-4.4439, 2.3976, 0.8927], [-1.1404, 3.6229, -4.5513], [0.5308, 5.2697, -5.3527], [2.9382, 4.9217, -4.8665], [3.6579, 2.9460, -3.5937], [4.2765, -0.4641, -4.0491], [6.7087, -0.0770, -4.0755], [7.7438, 1.4534, -2.4245], [6.3224, 2.5435, -0.7020], [3.8982, 2.0910, -0.6265], [1.5829, 0.3998, -5.2758], [1.2197, -1.6061, -6.6577], [1.2529, -3.8550, -5.6225], [1.5843, -4.0737, -3.1719], [1.8988, -2.0736, -1.7933], [1.3846, 4.1310, 2.7776], [2.4447, 3.3084, 1.3601], [1.8259, 4.4422, -0.0981], [4.1297, 4.2637, 1.7011], [1.3349, 5.2261, 2.6792], [1.7859, 3.8961, 3.7699], [0.3585, 3.7417, 2.7471], [2.0255, 5.5096, 0.0805], [0.7429, 4.3241, -0.2220], [2.2780, 4.1797, -1.0633], [4.0397, 5.3549, 1.5933], [4.9303, 3.9284, 1.0288], [4.4662, 4.0586, 2.7271], [-4.8959, -0.9420, 7.1048], [-3.8760, 0.2380, 6.0034], [-3.5942, 1.5111, 6.4719], [-2.8518, 2.3653, 5.6674], [-2.4156, 1.9490, 4.4169], [-2.7046, 0.6660, 3.9697], [-3.4359, -0.2030, 4.7704], [-2.1969, 0.1957, 2.6090], [-2.1656, -1.0391, 2.4187], [-1.8073, 1.0898, 1.8239], [-3.9457, 1.8238, 7.4460], [-2.6140, 3.3616, 6.0203], [-1.8388, 2.6009, 3.7727], [-3.6316, -1.2033, 4.4073]],
  "forces_ev_per_a": [[1.9, -0.8, -1.5], [0.0, 0.0, 0.0], [-0.1, 0.0, -0.1], [0.1, -0.1, 0.1], [0.2, 0.2, 0.0], [-0.2, -0.1, -0.1], [0.1, 0.1, 0.1], [0.1, 0.0, -0.1], [0.0, 0.0, 0.0], [0.0, 0.0, 0.0], [0.0, 0.0, 0.0], [0.0, 0.0, 0.0], [0.0, 0.0, 0.0], [-0.1, 0.0, 0.0], [-0.1, 0.0, 0.0], [0.0, 0.0, 0.0], [0.0, 0.0, 0.0], [-0.1, -0.2, 0.0], [0.1, -0.1, 0.2], [0.0, 0.0, 0.0], [0.0, 0.0, 0.0], [0.0, 0.0, 0.0], [0.0, 0.0, 0.0], [0.0, 0.0, 0.0], [0.0, 0.0, 0.0], [0.0, 0.0, 0.0], [0.0, 0.0, 0.0], [0.0, 0.0, 0.0], [0.0, 0.0, 0.0], [0.0, 0.0, 0.0], [0.1, -0.2, 0.2], [0.0, 0.1, -0.1], [0.0, 0.0, 0.0], [0.0, 0.0, 0.0], [0.0, 0.0, 0.0], [0.0, 0.0, 0.1], [0.0, 0.0, 0.0], [0.0, 0.2, 0.0], [0.0, -0.1, -0.1], [0.1, 0.1, 0.1], [0.0, 0.0, -0.1], [0.1, 0.2, -0.1], [0.0, -0.1, -0.1], [0.0, 0.1, 0.0], [0.0, 0.0, 0.0], [0.0, 0.0, 0.0], [0.0, 0.0, 0.0], [0.0, 0.0, 0.0], [0.0, 0.0, 0.0], [0.0, 0.0, 0.0], [0.0, 0.0, 0.0], [-0.2, -0.1, 0.2], [0.0, -0.1, 0.0], [0.0, 0.1, 0.0], [0.0, 0.0, 0.0], [0.0, 0.0, 0.0], [0.0, 0.0, 0.0], [0.0, 0.0, 0.0], [0.0, 0.0, 0.0], [-0.6, 0.3, -0.3], [0.0, 0.0, 0.0], [-0.1, 0.0, 0.0], [0.0, 0.0, 0.0], [0.0, 0.0, 0.0], [0.0, 0.0, 0.0], [0.1, 0.0, 0.0], [0.0, 0.1, -0.1], [0.0, 0.0, 0.0], [0.0, 0.0, 0.0], [0.0, 0.0, 0.0], [0.0, 0.0, 0.0], [0.0, 0.1, 0.0], [0.0, 0.0, 0.0], [0.0, 0.0, 0.0], [0.0, 0.0, 0.0], [0.0, 0.0, 0.0], [0.0, 0.0, 0.0], [0.0, 0.0, 0.0], [0.0, -0.1, -0.1], [0.0, 0.1, 0.1], [0.0, 0.0, 0.0], [0.0, 0.0, 0.0], [0.0, 0.0, 0.0], [0.0, 0.0, 0.0], [0.0, 0.0, 0.0], [0.0, 0.0, 0.0], [0.0, 0.0, 0.0], [0.0, 0.0, 0.0], [0.0, 0.0, 0.0], [0.0, 0.0, 0.0], [0.0, 0.0, 0.0], [0.0, 0.0, 0.0], [0.0, 0.0, 0.0], [0.0, 0.0, 0.0], [0.0, 0.0, 0.0], [0.0, 0.0, 0.0], [0.0, 0.0, 0.0], [0.0, 0.0, 0.0], [0.0, 0.0, 0.0], [0.0, 0.0, 0.0], [0.0, 0.0, 0.0], [0.0, 0.0, 0.0], [0.0, 0.0, 0.0], [0.0, 0.0, 0.0], [0.0, 0.0, 0.0], [0.0, 0.0, 0.0], [0.0, 0.0, 0.0], [0.0, 0.0, 0.0], [0.0, 0.0, 0.0], [0.0, 0.0, 0.0], [0.0, 0.0, 0.0], [0.0, 0.0, 0.0], [0.0, 0.0, 0.0], [0.0, 0.0, 0.0], [0.0, 0.0, 0.0], [0.0, 0.0, 0.0], [0.0, 0.0, 0.0], [0.0, 0.0, 0.0], [0.0, 0.0, 0.0], [0.0, 0.0, -0.1], [0.1, 0.2, -0.1], [-0.1, -0.1, -0.1], [0.0, -0.1, 0.1], [0.0, 0.0, 0.0], [0.0, 0.0, 0.0], [0.0, 0.0, 0.0], [0.0, 0.0, 0.1], [0.0, 0.0, 0.0], [0.0, 0.0, 0.0], [0.0, 0.0, 0.0], [0.0, 0.0, 0.0], [0.0, 0.0, 0.0], [0.0, 0.0, 0.0], [0.0, 0.0, 0.0], [0.0, 0.0, 0.0], [0.0, 0.0, 0.0], [0.0, 0.0, 0.0], [0.0, 0.0, 0.0], [0.0, 0.0, 0.0], [-0.1, 0.1, 0.4], [-0.9, 0.0, 0.9], [-0.3, 0.4, 0.5], [0.0, 0.0, 0.0], [0.0, 0.0, 0.0], [0.0, 0.0, 0.0], [0.0, 0.0, 0.0]],
  "homo_lumo_gap_ev": 3.991,
  "relative_energy_kj_mol": 0.0,
  "lumo_ha": 0.12682,
  "total_charge": -2,
  "spin_multiplicity": 1,
  "homo_ev": -0.54
}